Entry 1:
Below is a molecular structure, C3H7FO2Sr, with properties calculated with the ωB97M-V functional and the def2-TZVPD basis.

XYZ file:
```
14
Properties=species:S:1:pos:R:3:forces:R:3
O -1.356747 0.337571 0.424046 0.8 2.3 -2.2
Sr -0.934233 1.361913 2.469246 -0.2 0.0 0.6
F -0.430945 2.384759 4.151061 0.3 0.5 0.8
C 1.854596 0.156354 0.012021 0.3 0.1 -0.5
O 0.591904 -0.477097 0.161516 -0.3 -0.2 -0.6
C -0.449409 -0.045459 -0.709477 0.3 -1.7 5.1
C -1.413392 -1.129962 -1.045426 2.6 -0.9 -5.2
H 2.515176 -0.242347 0.785983 -0.1 0.1 -0.2
H 2.238801 -0.091306 -0.989343 0.1 0.1 0.3
H 1.759518 1.247913 0.087241 0.1 -0.1 0.1
H -1.863575 -1.743817 -0.249342 -1.0 1.5 -0.5
H -0.044433 0.588660 -1.507675 -0.6 0.4 0.5
H -1.579539 -0.413130 -2.009740 -2.7 -2.3 1.9
H -0.887723 -1.934054 -1.580111 0.4 0.1 -0.2
```
Forces are in eV/Å.

Computed properties:
Spin multiplicity: 2
Energy relative to the best compared isomer or geometry (same formula, charge and spin), kcal per mole: 54.6
LUMO level (alpha / beta), Ha: -0.15963 / -0.26794
HOMO-LUMO gap (alpha / beta), eV: 10.58 / 7.30
Total charge: +1

***

Entry 2:
Below is 3 unconnected molecules or ions with the total composition C3H7FS, with properties calculated with the ωB97M-V functional and the def2-TZVPD basis.

XYZ file:
```
12
Properties=species:S:1:pos:R:3:forces:R:3
C 1.107317 -0.133948 0.898557 2.6 2.7 0.6
C 0.183898 -0.307075 -0.320742 3.0 -0.6 -2.1
C -0.838096 0.790091 -0.524787 -5.0 -3.1 -2.8
H 0.763091 0.594972 2.243948 0.7 -2.8 -4.0
H 2.053407 0.860311 0.337267 -2.8 -3.0 2.2
H 1.651609 -1.164607 0.828688 -0.5 2.0 1.5
H 1.300461 -0.542782 -1.014414 -3.7 1.4 0.6
H -1.755207 -1.506144 0.200357 2.0 -1.4 -2.7
H -1.283388 0.856892 -1.638493 1.5 -0.2 2.1
H -1.924488 0.421401 0.001074 2.9 0.6 -0.8
F -0.591031 1.980506 -0.076120 1.3 2.7 1.1
S -0.667571 -1.849619 -0.935335 -2.0 1.7 4.3
```
Forces are in eV/Å.

Computed properties:
Spin multiplicity: 1
Energy relative to the best compared isomer or geometry (same formula, charge and spin), kcal per mole: 148.0
LUMO level, Ha: 0.01525
HOMO-LUMO gap, eV: 10.04

***

Entry 3:
Below is a single C3H7FS2 molecule, with properties calculated with the ωB97M-V functional and the def2-TZVPD basis.

XYZ file:
```
13
Properties=species:S:1:pos:R:3:forces:R:3
C -0.823639 0.290719 -0.780312 -2.5 0.0 -0.7
C 0.188152 0.776424 0.360335 1.6 1.6 -1.8
C 1.223515 -0.209938 0.963405 2.7 0.0 2.0
H -3.233914 -0.749187 -0.696291 1.7 0.1 0.9
H -0.511818 -0.131441 -1.927381 -0.2 1.1 3.8
H -1.618528 1.106371 -0.962001 2.1 -0.6 0.0
H -0.262772 1.487639 1.129178 0.0 -1.5 -0.9
H 0.979508 -0.612221 2.068521 -0.1 0.1 -2.9
H 2.301332 0.306413 1.275983 -3.1 -0.4 -1.0
H 0.824328 -1.810164 -0.834495 0.0 -0.2 0.0
F 1.038948 1.711313 -0.393001 -0.8 -0.7 0.6
S -2.092285 -0.826022 0.160265 -0.3 -0.1 -1.4
S 1.987171 -1.339903 -0.364202 -1.1 0.6 1.3
```
Forces are in eV/Å.

Computed properties:
Spin multiplicity: 1
Energy relative to the best compared isomer or geometry (same formula, charge and spin), kcal per mole: 54.5
LUMO level, Ha: 0.01895
HOMO-LUMO gap, eV: 9.81
SMILES: FC(CS)CS

***

Entry 4:
Below is 3 unconnected molecules or ions with the total composition C3H7I2NS, with properties calculated with the ωB97M-V functional and the def2-TZVPD basis.

XYZ file:
```
14
Properties=species:S:1:pos:R:3:forces:R:3
C -0.492176 1.791055 2.634960 0.0 -0.3 0.1
C 0.809544 -0.281492 -2.374896 0.6 -0.1 -0.8
C -0.796204 0.688393 -0.810914 -0.7 0.3 0.5
N -0.020478 0.367190 -1.683278 0.0 -0.2 0.2
S -0.738369 -3.329622 -1.194393 -0.1 -0.3 -0.3
I -1.892908 2.460985 -0.859322 0.1 0.1 -0.3
I -0.340526 -0.338657 2.420662 0.0 0.2 0.3
H 0.328292 2.239323 2.091799 0.1 0.0 -0.1
H -1.444970 2.107761 2.234812 -0.1 0.0 -0.1
H -0.423718 2.017236 3.691503 0.0 0.0 0.1
H 0.364211 -2.586793 -1.165556 0.2 0.1 0.0
H 0.460075 -0.960255 -3.134715 -0.1 -0.1 -0.1
H 1.866928 -0.125626 -2.239900 0.2 0.1 0.1
H -1.095917 -2.930426 0.018711 -0.1 0.1 0.3
```
Forces are in eV/Å.

Computed properties:
Spin multiplicity: 1
Energy relative to the best compared isomer or geometry (same formula, charge and spin), kcal per mole: 46.0
LUMO level (alpha / beta), Ha: -0.01415 / -0.01417
HOMO-LUMO gap (alpha / beta), eV: 7.64 / 7.64

***

Entry 5:
Below is a molecular structure, C3H7IN3, with properties calculated with the ωB97M-V functional and the def2-TZVPD basis.

XYZ file:
```
14
Properties=species:S:1:pos:R:3:forces:R:3
C -0.184993 1.329830 0.540282 -0.4 -1.8 -1.6
C 0.438168 -1.616665 -0.778941 -2.3 -2.6 -0.2
C -0.746544 -0.629907 -0.797506 3.1 1.0 1.7
N 1.613921 -1.150751 -1.421649 -0.1 -0.3 -0.2
N -0.858188 0.212930 0.411672 1.8 1.1 -1.4
N 0.137558 2.171704 1.441036 -0.5 0.6 1.1
I 2.295825 0.374127 -0.385155 0.9 0.7 0.1
H 0.588431 -2.003296 0.250061 0.2 0.1 -0.4
H -0.070610 -2.479865 -1.371248 1.6 1.0 0.7
H -0.460042 0.034371 -1.546477 -0.7 1.0 -1.9
H -1.620123 -1.172040 -0.859544 -2.0 -0.7 -0.7
H -1.553519 -0.200240 0.934845 -1.7 -0.1 2.6
H 0.431058 3.090717 1.153597 0.2 0.1 0.0
H -0.010943 2.039085 2.429026 -0.2 -0.1 0.4
```
Forces are in eV/Å.

Computed properties:
Spin multiplicity: 1
Energy relative to the best compared isomer or geometry (same formula, charge and spin), kcal per mole: 104.9
LUMO level (alpha / beta), Ha: -0.21861 / -0.19069
HOMO-LUMO gap (alpha / beta), eV: 7.47 / 7.98
Total charge: +1

***

Entry 6:
Below is 2 unconnected molecules or ions with the total composition C3H7INP, with properties calculated with the ωB97M-V functional and the def2-TZVPD basis.

XYZ file:
```
13
Properties=species:S:1:pos:R:3:forces:R:3
C -0.770405 1.238835 -0.698826 1.0 -1.2 0.3
C 1.272162 -1.587198 -0.470238 0.2 -1.8 4.3
C -1.832789 0.614096 -1.178781 -0.1 0.4 -1.5
N 2.987061 -1.920754 2.061165 -2.0 -0.8 -1.1
P 1.757932 -2.138330 1.070560 2.8 2.7 -1.4
I -3.610764 0.223935 -0.151765 0.3 0.0 0.2
H -0.637480 1.288537 0.352261 -0.4 0.6 1.1
H 0.225512 1.393062 -1.148154 -1.0 0.0 -0.7
H 0.276968 -1.637691 -0.792909 -1.2 -0.4 -0.3
H 2.007571 -1.261988 -1.089781 1.9 1.1 -1.7
H -1.972870 0.348581 -2.240911 0.3 0.2 0.7
H 3.865920 -1.442915 1.924406 -0.3 0.0 -0.6
H 0.809173 -2.723639 1.781827 -1.5 -0.8 0.9
```
Forces are in eV/Å.

Computed properties:
Spin multiplicity: 1
Energy relative to the best compared isomer or geometry (same formula, charge and spin), kcal per mole: 71.3
LUMO level, Ha: 0.01713
HOMO-LUMO gap, eV: 9.00

***

Entry 7:
Below is a molecular structure, C3H7IO2S, with properties calculated with the ωB97M-V functional and the def2-TZVPD basis.

XYZ file:
```
14
Properties=species:S:1:pos:R:3:forces:R:3
C -0.169353 1.660674 0.494396 -2.7 1.4 -3.2
C 1.300202 -1.178844 -0.186517 2.1 1.7 -2.1
C -0.961888 0.556275 -0.273460 4.2 1.7 -3.1
O -1.175278 -1.863584 -0.808691 0.1 -1.2 -1.2
O -0.726215 -1.338684 1.483534 0.5 0.2 1.7
S -0.457989 -1.063644 0.118666 -0.2 -0.7 -0.6
I -3.021789 0.630528 -0.413752 -0.1 0.4 -0.1
H -0.659206 1.833515 1.385364 -1.6 0.8 1.9
H 0.728371 1.351009 0.847415 3.1 -1.2 0.3
H -0.066240 2.646544 -0.088185 -0.3 -1.7 0.8
H 1.988456 -0.416763 0.312227 -1.5 -0.4 -0.8
H 1.717460 -2.038419 0.237792 -0.3 -1.9 0.9
H 1.611779 -1.293089 -1.312466 -1.1 0.6 2.0
H -0.108304 0.514480 -1.796325 -2.3 0.2 3.4
```
Forces are in eV/Å.

Computed properties:
Spin multiplicity: 1
Energy relative to the best compared isomer or geometry (same formula, charge and spin), kcal per mole: 81.9
LUMO level, Ha: -0.01491
HOMO-LUMO gap, eV: 9.24

***

Entry 8:
Below is a molecular structure, C3H7IS, with properties calculated with the ωB97M-V functional and the def2-TZVPD basis.

XYZ file:
```
12
Properties=species:S:1:pos:R:3:forces:R:3
C 0.484648 -0.068621 1.353151 -1.9 -3.9 0.7
C 0.632507 0.177280 -1.105418 -1.9 -0.6 -0.3
C -0.211183 -0.289771 0.028137 1.6 -0.9 1.0
S -1.965075 0.939523 0.104863 -1.3 1.6 2.2
I -1.103913 -2.179502 -0.076487 -0.3 -0.4 -0.3
H -0.021449 -0.317268 2.329299 -0.1 -0.2 -1.3
H 0.515334 0.915418 1.359966 1.2 5.0 0.4
H 1.417758 -0.568096 1.381883 1.2 -0.1 0.0
H 0.042439 0.283385 -1.993247 -0.7 0.5 -0.7
H 1.343140 -0.496092 -1.426919 1.9 -1.7 -0.3
H 1.117422 1.075606 -0.883190 0.6 1.6 0.5
H -2.251627 0.528139 -1.072037 -0.2 -0.7 -1.9
```
Forces are in eV/Å.

Computed properties:
Spin multiplicity: 3
Energy relative to the best compared isomer or geometry (same formula, charge and spin), kcal per mole: 40.4
LUMO level (alpha / beta), Ha: 0.02515 / -0.10197
HOMO-LUMO gap (alpha / beta), eV: 6.31 / 6.64

***

Entry 9:
Below is a molecular structure, C3H7MgO3, with properties calculated with the ωB97M-V functional and the def2-TZVPD basis.

XYZ file:
```
14
Properties=species:S:1:pos:R:3:forces:R:3
O 0.260228 1.566886 -0.593770 0.8 -0.2 -0.3
C -0.714828 1.329100 0.389266 -0.1 0.0 0.1
C -0.699999 -0.134435 0.788313 2.2 0.9 3.2
O -1.823732 -0.904928 0.417318 1.2 -0.5 -4.3
C -1.959634 -0.844860 -0.841553 -3.7 -1.4 0.3
Mg 1.435043 0.107491 -0.292063 -1.6 0.6 0.4
H -1.728106 1.616503 0.030873 0.3 -0.1 0.1
H -0.524357 1.923687 1.304465 -0.1 -0.1 -0.4
H -0.663153 -0.310876 1.869662 -0.1 0.4 -0.2
H 3.465144 -1.452855 0.475179 0.1 -0.1 0.1
H -2.573004 -1.639788 -1.272305 -0.2 0.1 0.3
H -1.735331 -0.047559 -1.555441 1.2 0.2 0.8
O 3.234055 -0.725735 -0.114460 -0.1 0.1 -0.1
H 4.027675 -0.482627 -0.605478 0.2 0.0 0.0
```
Forces are in eV/Å.

Computed properties:
Spin multiplicity: 1
Energy relative to the best compared isomer or geometry (same formula, charge and spin), kcal per mole: 65.3
LUMO level (alpha / beta), Ha: -0.19687 / -0.19680
HOMO-LUMO gap (alpha / beta), eV: 6.77 / 6.77
Total charge: +1

***

Entry 10:
Below is a single C3H7N molecule, with properties calculated with the ωB97M-V functional and the def2-TZVPD basis.

XYZ file:
```
11
Properties=species:S:1:pos:R:3:forces:R:3
N 0.788626 1.115751 -1.277950 0.3 0.1 2.1
C 0.693814 0.286370 -0.006218 -0.1 0.1 -2.6
C -0.917023 -0.926600 1.227173 -0.6 -1.2 0.4
C -0.663315 -0.395017 0.046396 0.5 0.3 0.9
H -0.101071 1.353338 -1.674292 -0.4 -0.1 0.2
H 1.359424 0.762444 -1.999273 0.7 -0.7 -0.6
H 0.667639 0.941022 0.854855 0.6 0.3 0.0
H 1.542840 -0.457316 0.093589 -0.9 1.0 -0.3
H -1.866674 -1.324351 1.543952 -0.3 -0.1 -0.2
H -0.114551 -1.114030 1.956574 -0.3 0.5 -0.3
H -1.389708 -0.241609 -0.764808 0.3 -0.2 0.5
```
Forces are in eV/Å.

Computed properties:
Spin multiplicity: 1
Energy relative to the best compared isomer or geometry (same formula, charge and spin), kcal per mole: 23.4
LUMO level, Ha: 0.04766
HOMO-LUMO gap, eV: 10.31
SMILES: C=CCN

***

Entry 11:
Below is 2 unconnected molecules or ions with the total composition C3H7N, with properties calculated with the ωB97M-V functional and the def2-TZVPD basis.

XYZ file:
```
11
Properties=species:S:1:pos:R:3:forces:R:3
C 1.756238 -0.429582 -0.012321 -0.7 -0.1 -0.7
N 1.441799 0.778396 0.020338 -0.5 2.6 3.0
H 0.430445 1.181738 0.546495 4.2 -2.4 -3.0
H 2.805522 -0.709533 -0.103336 0.1 0.0 -0.4
H 1.027026 -1.250866 -0.110863 -0.1 -0.1 0.7
C -1.007135 0.670147 -0.164690 -1.7 1.1 2.3
C -1.434246 -0.579916 0.007034 0.4 0.4 -0.1
H -1.404744 -1.076225 0.964809 -0.1 0.1 0.1
H -1.074934 1.220337 -1.091360 0.3 0.0 0.0
H -0.763784 1.351566 0.783060 -1.8 -1.3 -1.8
H -1.776187 -1.156061 -0.839167 0.1 -0.1 -0.1
```
Forces are in eV/Å.

Computed properties:
Spin multiplicity: 1
Energy relative to the best compared isomer or geometry (same formula, charge and spin), kcal per mole: 80.8
LUMO level, Ha: 0.04169
HOMO-LUMO gap, eV: 9.57
SMILES: C=C.C=N

***

Entry 12:
Below is a single C3H7N molecule, with properties calculated with the ωB97M-V functional and the def2-TZVPD basis.

XYZ file:
```
11
Properties=species:S:1:pos:R:3:forces:R:3
C -0.368138 -1.665536 -0.157407 0.2 -0.4 0.0
C -0.482227 -0.170777 -0.096805 0.5 -0.1 0.2
C 0.559540 0.650340 0.031978 -0.3 -0.3 0.0
N 0.479031 2.039097 0.023637 0.0 0.2 0.0
H 0.483666 -2.070551 0.407102 -0.2 0.3 0.1
H -1.272833 -2.132791 0.230876 0.0 0.0 0.1
H -0.231397 -2.064578 -1.164560 -0.1 0.2 -0.2
H -1.474153 0.258123 -0.130030 -0.2 0.0 -0.1
H 1.562378 0.240119 0.087646 0.1 0.1 0.0
H 1.190879 2.528682 0.541074 0.0 -0.1 0.0
H -0.446746 2.387876 0.226494 0.1 0.1 0.0
```
Forces are in eV/Å.

Computed properties:
Spin multiplicity: 1
Energy relative to the best compared isomer or geometry (same formula, charge and spin), kcal per mole: 3.4
LUMO level, Ha: 0.04729
HOMO-LUMO gap, eV: 9.21
SMILES: C/C=C/N

***

Q: Among the records above, which one has the highest energy relative to the best compared isomer or geometry (same formula, charge and spin)?
A: C3H7FS

***

Q: The highest energy relative to the best compared isomer or geometry (same formula, charge and spin) belongs to which entry?
A: C3H7FS